No. 1
DFT (ωB97M-V with the def2-TZVPD basis set) results for a cluster of 4 separate species, C17H49NO12P2S4Si in total.

The geometry in XYZ format:
```
86
Properties=species:S:1:pos:R:3:forces:R:3
C -4.423 2.904 2.517 0.01 -0.04 0.09
O -3.858 1.601 2.453 -0.05 -0.10 -0.11
C -2.449 1.559 2.432 -0.14 -0.05 0.06
C -2.006 0.345 1.646 -0.12 -0.13 -0.02
C -0.491 0.179 1.532 -0.01 0.01 0.32
P 0.514 1.623 0.907 -0.17 -0.02 -0.25
C 0.427 3.439 1.412 0.09 0.30 -0.03
S 0.091 3.960 3.089 -0.10 -0.45 -0.18
O 1.265 4.483 3.709 0.03 0.15 0.09
O -1.139 4.703 3.038 -0.07 0.12 0.08
P 2.206 1.302 2.510 0.31 0.20 0.16
N 3.343 2.379 2.308 -0.09 -0.07 -0.28
Si -0.703 2.002 -1.043 -0.34 -0.10 -0.13
C -2.339 2.910 -0.831 0.03 0.07 -0.33
C 0.388 2.982 -2.219 -0.12 -0.19 0.13
C -1.083 0.351 -1.880 -0.14 0.13 0.07
H -5.227 2.897 3.253 0.00 -0.02 0.01
H -4.842 3.176 1.546 0.05 0.05 -0.02
H -3.681 3.646 2.814 -0.01 0.05 0.00
H -2.073 1.479 3.463 0.10 0.17 -0.01
H -2.065 2.477 1.977 0.10 0.03 0.00
H -2.404 -0.539 2.152 0.00 -0.04 -0.05
H -2.486 0.361 0.668 0.08 0.10 -0.06
H -0.286 -0.614 0.809 0.14 0.04 -0.06
H -0.069 -0.159 2.483 0.02 0.08 0.03
H 1.643 1.275 0.083 0.02 0.05 0.01
H -0.340 3.950 0.831 0.01 -0.03 -0.09
H 1.414 3.851 1.176 0.08 -0.17 0.01
H -0.193 2.780 3.687 0.00 -0.05 0.12
H 1.678 1.206 3.839 0.10 -0.15 0.03
H 2.610 -0.029 2.264 -0.24 -0.17 0.12
H 4.242 1.971 2.086 0.07 0.12 0.11
H -3.069 2.389 -0.213 0.04 0.04 0.12
H -2.777 2.993 -1.831 0.00 0.01 -0.01
H -2.218 3.938 -0.484 -0.05 -0.02 0.15
H -0.268 3.590 -2.844 0.10 0.14 -0.01
H 1.122 3.620 -1.726 0.01 0.07 -0.07
H 0.906 2.277 -2.871 0.16 0.07 0.02
H -1.037 0.490 -2.962 0.06 -0.06 -0.02
H -0.406 -0.460 -1.607 0.05 -0.01 -0.06
H -2.105 0.048 -1.645 0.03 -0.12 0.05
O 2.133 -4.057 0.600 -0.05 -0.04 -0.10
S 2.263 -3.899 2.019 -0.01 -0.07 0.00
O 2.621 -2.611 2.529 -0.05 0.11 0.05
O 3.234 -5.000 2.584 0.00 -0.02 0.06
C 4.546 -5.145 1.967 0.20 -0.05 -0.09
C 5.485 -4.025 2.355 -0.06 0.05 0.01
C 0.801 -4.455 2.822 -0.03 0.00 0.00
H 4.420 -5.228 0.888 -0.09 0.03 0.01
H 4.897 -6.105 2.336 -0.08 -0.02 0.02
H 5.165 -3.068 1.948 0.00 -0.02 -0.02
H 6.480 -4.249 1.968 0.01 -0.01 0.01
H 5.543 -3.929 3.439 0.03 -0.02 0.00
H 0.543 -5.440 2.442 0.01 0.00 0.01
H 0.022 -3.733 2.586 0.00 0.00 -0.01
H 0.983 -4.481 3.893 0.00 0.01 0.01
O -1.546 5.630 -3.654 -0.04 -0.19 -0.02
S -2.324 6.763 -3.253 0.16 0.18 0.04
O -3.524 6.557 -2.504 -0.05 -0.07 0.03
O -2.625 7.650 -4.530 -0.11 0.05 0.01
C -3.228 6.991 -5.675 0.00 -0.09 -0.19
C -4.702 6.709 -5.483 0.01 0.02 0.10
C -1.299 7.914 -2.410 0.00 0.03 0.02
H -2.662 6.085 -5.890 0.01 0.00 0.06
H -3.064 7.694 -6.489 0.01 0.03 0.03
H -4.871 5.971 -4.701 0.01 -0.01 -0.01
H -5.114 6.327 -6.417 0.00 0.01 -0.02
H -5.234 7.620 -5.211 -0.01 0.01 -0.03
H -0.396 8.074 -2.992 0.00 0.00 -0.01
H -1.064 7.468 -1.446 0.00 -0.01 0.00
H -1.853 8.839 -2.273 0.00 0.00 0.01
O 3.306 -8.109 0.677 0.00 0.08 0.04
S 2.694 -8.887 -0.360 0.03 -0.11 0.05
O 3.261 -8.855 -1.672 0.03 0.02 -0.07
O 1.150 -8.544 -0.424 0.00 0.04 -0.08
C 0.788 -7.138 -0.515 -0.15 0.16 0.02
C 1.014 -6.553 -1.890 0.05 -0.11 -0.06
C 2.533 -10.558 0.157 0.01 -0.04 0.03
H 1.339 -6.588 0.242 0.10 0.03 0.08
H -0.269 -7.131 -0.253 0.01 -0.05 0.00
H 2.073 -6.512 -2.137 0.00 0.01 0.02
H 0.619 -5.538 -1.907 -0.01 0.02 0.01
H 0.507 -7.147 -2.650 -0.02 0.03 0.01
H 2.089 -10.580 1.148 -0.01 0.00 0.00
H 3.539 -10.972 0.174 0.00 0.00 0.00
H 1.918 -11.086 -0.567 0.00 0.00 -0.01
```
Forces are in eV/Å.

Summary:
maximum force	0.492	eV/A
orbital gap	7.3	eV
lowest unoccupied orbital energy	0.27	eV
SMILES	COCCC[PH](C[SH](=O)=O)([PH2]=N)[Si](C)(C)C.CCOS(C)(=O)=O.CCOS(C)(=O)=O.CCOS(C)(=O)=O


No. 2
DFT (ωB97M-V with the def2-TZVPD basis set) results for a structure of composition C17H50F2N2O13S2V.

The geometry in XYZ format:
```
87
Properties=species:S:1:pos:R:3:forces:R:3
V -1.918 1.358 0.351 1.61 -0.26 -0.66
N -0.963 0.607 -1.200 1.36 -2.93 -1.20
S -0.342 1.006 -2.681 0.31 8.02 -4.36
O -0.938 0.341 -3.822 1.32 0.43 2.37
O 0.990 1.578 -2.623 -1.54 -2.29 0.07
F -1.121 2.396 -2.648 -0.95 0.22 -0.19
S -0.231 -0.926 -1.528 2.54 -7.93 3.68
O 1.241 -0.991 -1.618 -3.69 1.56 0.02
O -0.982 -1.862 -2.353 0.57 2.52 1.96
F -0.409 -1.497 0.011 -0.53 0.89 -1.34
C -0.188 -1.566 3.197 -2.34 0.99 -1.10
C 0.755 -0.389 3.431 0.88 -2.75 0.07
C 2.110 -1.140 3.720 -0.46 1.02 0.24
C 3.304 -0.182 3.802 -0.41 -2.17 -0.02
C 3.423 0.537 2.457 0.94 -0.33 2.96
C 2.203 1.354 2.130 0.71 1.49 -0.80
N 0.992 0.482 2.172 -4.03 2.03 0.87
O -0.176 1.115 1.654 1.85 -1.22 0.61
C 2.535 1.688 0.700 -1.06 -0.32 -2.14
C 2.125 2.688 3.009 -0.71 -0.76 -0.28
C 0.201 0.345 4.656 0.73 1.59 -0.24
H -0.115 -2.111 2.256 0.53 -0.01 0.20
H -1.169 -1.091 3.177 -0.55 -0.02 -0.43
H -0.369 -2.242 4.032 1.06 0.04 0.14
H 2.241 -1.951 3.003 0.08 0.36 -0.61
H 1.934 -1.740 4.613 0.07 0.46 0.43
H 4.147 -0.856 3.954 0.44 0.32 -0.04
H 3.227 0.381 4.732 0.05 0.61 -0.37
H 3.719 -0.174 1.685 -0.33 0.06 -0.07
H 4.259 1.222 2.599 -0.02 0.24 -0.49
H 1.807 2.165 0.043 -0.29 0.77 0.60
H 2.565 0.735 0.172 0.60 -0.18 -0.09
H 3.493 2.197 0.591 -0.14 -0.09 0.21
H 2.823 3.453 2.668 0.46 -0.54 -0.22
H 2.297 2.514 4.071 -0.02 -0.07 -0.13
H 1.169 3.195 2.882 -0.25 -0.37 0.21
H -0.745 0.864 4.502 -0.11 -0.19 -0.44
H 0.898 1.135 4.937 0.01 -0.06 0.31
H 0.051 -0.296 5.525 0.29 -0.34 -0.34
C -1.181 -4.303 -4.227 1.80 0.18 0.09
O -2.009 -3.271 -4.731 -0.39 -0.58 -0.19
H -0.190 -3.941 -3.956 -0.02 0.70 0.65
H -1.556 -4.874 -3.378 -0.52 0.13 -0.11
H -0.784 -4.991 -4.973 -1.18 -0.21 -0.64
H -1.765 -2.413 -4.377 0.34 -0.27 0.11
C -3.652 -1.241 0.280 -0.86 -1.96 -3.57
O -2.942 -0.368 1.105 0.24 1.39 0.40
H -3.102 -1.467 -0.633 0.62 -0.13 0.25
H -3.835 -2.199 0.767 0.00 0.19 0.15
H -4.565 -0.856 -0.175 -0.36 0.47 0.86
H -3.393 -0.626 1.913 0.70 1.01 1.28
C 4.530 -2.371 0.006 1.04 0.17 0.53
O 4.060 -3.106 1.161 -0.07 0.47 -1.16
H 5.114 -2.974 -0.689 -0.54 -0.61 0.18
H 3.776 -1.814 -0.550 -0.38 -0.20 0.11
H 5.292 -1.670 0.349 -0.03 0.42 0.05
H 3.815 -2.411 1.776 -0.01 -0.22 0.26
C -0.319 4.140 0.442 2.00 1.21 2.06
O -1.434 3.394 0.063 -0.83 -1.96 0.20
H -0.678 5.006 0.998 -0.03 -0.05 0.39
H 0.295 3.524 1.099 0.11 0.28 -0.35
H 0.238 4.602 -0.373 0.01 -0.78 -0.44
H -1.795 4.055 -0.534 -1.71 -0.07 -1.89
C -2.807 6.283 -1.504 -0.55 1.29 1.16
O -2.320 5.038 -1.915 0.25 -0.84 -0.53
H -3.033 6.942 -2.342 -0.06 -0.09 0.05
H -3.707 6.128 -0.909 -0.08 0.12 -0.09
H -2.062 6.760 -0.867 -0.03 0.30 0.01
H -1.977 5.229 -2.791 0.43 -0.79 -0.19
C 2.910 -1.991 -3.807 -0.44 0.37 -0.69
O 1.634 -1.591 -4.414 1.02 -0.35 1.01
H 2.792 -2.547 -2.876 -0.53 -0.14 -0.32
H 3.447 -2.588 -4.544 0.16 -0.13 0.26
H 3.505 -1.115 -3.550 0.04 0.17 -0.12
H 1.897 -1.278 -5.282 -0.27 0.06 -0.18
C -4.111 1.421 -2.360 0.29 -1.00 -0.10
O -3.745 1.864 -1.009 0.97 0.06 0.36
H -3.366 0.696 -2.687 -0.19 -0.12 0.18
H -5.092 0.959 -2.245 0.08 0.05 -0.43
H -4.088 2.216 -3.105 -0.13 0.28 0.46
H -4.263 2.666 -0.911 0.08 0.38 0.57
C -2.283 -4.515 -0.488 1.88 -0.84 0.44
O -3.199 -5.536 -0.458 -2.54 -0.45 -0.52
H -2.395 -3.826 -1.325 -0.49 -0.17 -0.04
H -2.258 -3.987 0.465 0.05 0.43 0.17
H -1.325 -5.019 -0.614 0.65 0.70 -0.05
H -2.916 -6.374 -0.084 0.50 0.35 0.01
```
Forces are in eV/Å.

Summary:
maximum force	9.137	eV/A
spin multiplicity	4
orbital gap (spin up / spin down)	3.9 / 4.9	eV
lowest unoccupied orbital energy (spin up / spin down)	-9.71 / -8.75	eV
charge	+2


No. 3
DFT (ωB97M-V with the def2-TZVPD basis set) results for a structure of composition C17H50LiN16O17.

The geometry in XYZ format:
```
101
Properties=species:S:1:pos:R:3:forces:R:3
Li 4.321 -10.996 -11.743 0.09 0.28 -0.97
C 2.875 -9.619 -17.607 1.95 0.33 6.31
C 2.375 -10.450 -18.545 -0.99 1.50 -2.07
C 2.035 -11.901 -18.196 -0.31 -1.21 -2.08
O 1.466 -12.662 -19.020 -0.42 0.67 -0.98
C 2.496 -12.484 -17.054 1.69 1.91 4.51
C 3.072 -11.670 -15.930 -0.98 1.25 -4.50
C 3.191 -10.039 -16.197 -0.35 0.17 -0.85
O 3.572 -9.322 -15.209 -0.73 -1.18 -2.01
O 3.612 -12.064 -14.933 0.75 -1.37 2.83
O 2.157 -9.852 -19.652 -0.39 -2.09 -0.44
H 2.998 -8.569 -17.830 0.04 0.08 -0.13
H 2.360 -13.547 -16.921 0.02 -0.10 0.09
O 5.591 -5.389 -16.121 0.11 0.35 0.23
H 5.222 -6.173 -15.715 -0.23 -0.34 0.02
H 5.946 -5.695 -16.956 0.09 -0.14 -0.26
O 4.180 -8.001 -10.333 0.12 -0.42 -0.08
H 4.399 -7.589 -9.497 0.06 0.03 0.25
H 3.866 -7.281 -10.880 -0.17 0.15 -0.30
O -0.425 -11.701 -23.194 -0.20 -0.02 -0.41
H -0.219 -12.478 -22.675 0.11 -0.12 0.24
H -0.051 -10.974 -22.697 0.16 0.16 0.29
O -3.450 -13.638 -18.796 -0.26 0.06 0.14
H -3.700 -14.529 -19.039 -0.07 -0.19 -0.06
H -2.570 -13.529 -19.158 0.37 0.16 -0.05
C 6.196 -12.521 -22.818 1.35 -2.29 -0.87
O 7.017 -13.313 -23.272 0.11 0.20 -0.31
N 4.923 -12.812 -22.612 -2.36 -1.63 -0.10
N 6.407 -11.293 -22.447 1.09 3.56 0.96
H 4.639 -13.729 -22.926 -0.32 0.31 0.53
H 4.388 -12.221 -21.992 -0.49 -0.73 -0.22
H 5.575 -10.852 -22.081 0.86 0.84 -0.10
H 7.260 -10.788 -22.636 -0.35 -0.22 0.23
C 8.688 -9.536 -11.848 -0.14 -0.17 -1.30
O 7.771 -10.361 -11.806 0.94 0.32 0.74
N 10.019 -9.761 -11.893 0.66 -2.84 0.55
N 8.521 -8.245 -12.079 -2.09 2.36 0.19
H 10.188 -10.723 -11.636 0.93 0.19 -0.11
H 10.716 -9.039 -11.774 -0.29 -0.46 0.20
H 9.303 -7.631 -12.255 -0.62 0.02 0.15
H 7.579 -7.918 -11.915 0.32 0.52 -0.39
C 9.124 -8.803 -18.046 -2.09 1.53 -0.66
O 8.377 -8.018 -18.546 -1.69 2.34 -1.48
N 9.017 -9.208 -16.826 0.51 -1.73 4.52
N 10.066 -9.411 -18.686 4.25 -2.18 -3.08
H 8.436 -8.776 -16.121 0.12 -0.17 -0.42
H 9.777 -9.831 -16.590 -0.68 0.09 1.10
H 10.304 -9.142 -19.630 -0.31 0.02 0.29
H 10.748 -9.986 -18.213 -0.19 0.14 -0.29
C -2.141 -8.644 -14.172 -0.30 -0.30 2.55
O -1.674 -9.174 -13.180 0.35 -0.81 0.42
N -1.487 -7.943 -15.040 3.00 1.93 -2.66
N -3.447 -8.528 -14.414 -1.60 -0.40 0.20
H -0.480 -7.884 -14.995 -0.25 -0.06 -0.19
H -1.999 -7.496 -15.786 0.80 0.00 -0.04
H -3.604 -8.128 -15.329 -1.44 -0.70 0.42
H -4.013 -9.141 -13.846 -0.49 0.29 -0.77
C 2.863 -17.816 -19.792 -3.81 -7.32 3.01
O 3.055 -19.020 -19.859 0.60 -2.03 0.18
N 1.819 -17.388 -19.091 -1.85 1.93 1.33
N 3.543 -17.019 -20.420 4.15 6.77 -3.86
H 1.260 -18.034 -18.552 0.40 0.19 -0.39
H 1.637 -16.396 -19.044 -0.31 -0.17 0.37
H 4.344 -17.348 -20.939 -0.30 0.45 0.09
H 3.209 -16.069 -20.344 1.09 0.35 -0.67
C 5.029 -6.086 -22.553 3.14 3.03 -1.26
O 5.941 -5.266 -22.873 -2.14 -1.56 0.15
N 3.907 -6.368 -23.174 -2.21 1.08 -3.66
N 5.026 -6.814 -21.502 1.71 -2.40 5.02
H 3.426 -7.216 -22.910 -0.11 0.36 -0.78
H 3.898 -5.984 -24.108 -0.70 -0.47 -0.03
H 5.799 -6.750 -20.854 -0.31 -0.19 0.05
H 4.210 -7.370 -21.293 0.57 0.02 0.64
C 0.529 -15.678 -11.789 3.56 0.99 6.00
O 1.146 -16.215 -10.844 0.15 0.78 -1.13
N 0.438 -14.362 -11.981 0.50 3.49 0.43
N -0.164 -16.308 -12.613 -3.95 -3.61 -4.89
H 0.966 -13.708 -11.422 -0.20 -0.57 0.13
H -0.293 -13.915 -12.517 0.28 -0.29 -0.12
H -0.021 -17.294 -12.778 -0.39 0.33 0.14
H -0.736 -15.710 -13.193 0.03 -1.06 -0.61
C 4.453 -18.367 -14.671 -0.71 -0.05 0.13
O 5.286 -18.975 -14.111 3.91 -2.33 2.13
N 3.430 -18.941 -15.248 -4.15 -1.82 -1.98
N 4.416 -17.069 -14.776 0.21 4.34 -0.01
H 3.240 -19.929 -15.162 0.47 0.29 0.19
H 2.603 -18.374 -15.365 0.10 -0.30 -0.32
H 5.115 -16.528 -14.288 -0.26 -0.15 -0.14
H 3.574 -16.593 -15.066 0.45 0.10 -0.04
C -2.642 -4.235 -17.504 0.48 0.78 -0.36
C -2.192 -4.807 -18.820 -1.30 -0.74 -0.43
C -0.913 -4.267 -19.457 -0.86 -0.72 0.06
O -2.185 -6.232 -18.780 0.50 -0.11 0.22
H -1.818 -4.386 -16.807 -0.30 0.46 0.49
H -3.612 -4.536 -17.108 0.24 -0.84 -0.17
H -2.854 -3.201 -17.776 0.57 0.55 0.65
H -3.000 -4.590 -19.518 -0.07 0.24 -0.31
H 0.010 -4.653 -19.024 0.00 0.32 0.50
H -0.966 -3.178 -19.489 0.37 -0.11 -0.21
H -0.964 -4.740 -20.438 0.31 0.58 -0.39
H -1.261 -6.484 -18.840 0.08 -0.50 0.02
```
Forces are in eV/Å.

Summary:
maximum force	8.824	eV/A
orbital gap	3.3	eV
lowest unoccupied orbital energy	-0.16	eV
charge	-1